No. 1
{
  "formula": "C11H12N3O9Ru",
  "method": "ωB97M-V with the def2-TZVPD basis set",
  "elements": ["Ru", "O", "C", "C", "N", "C", "C", "O", "O", "C", "C", "O", "O", "H", "H", "H", "H", "H", "H", "H", "H", "H", "O", "C", "O", "C", "C", "N", "N", "C", "C", "O", "O", "H", "H", "H"],
  "coordinates": [[0.08309, -0.75463, 0.19899], [-0.38432, 1.53074, -0.59495], [-0.69413, 2.52735, 0.37831], [-1.81466, 2.13378, 1.32657], [-1.53705, 0.95257, 2.12757], [-0.35781, 0.95909, 2.98446], [0.69252, 0.07860, 2.29523], [0.49287, -1.18112, 2.37928], [1.53738, 0.63221, 1.54228], [-2.49281, -0.05454, 2.19727], [-2.77819, -0.90659, 0.73816], [-3.61012, -1.74614, 0.90875], [-2.11082, -0.46794, -0.25653], [-1.18354, 1.30815, -1.08789], [-0.99157, 3.45521, -0.10776], [0.23233, 2.70781, 0.91578], [-2.73103, 1.94963, 0.77325], [-1.98564, 2.98107, 1.99703], [-0.60479, 0.55902, 3.96167], [0.01097, 1.97467, 3.07091], [-3.50202, 0.34148, 2.32813], [-2.24287, -0.79505, 2.94252], [3.27619, -5.26054, -1.99015], [3.96695, -4.13980, -2.02756], [5.14913, -4.10104, -2.27301], [3.24872, -2.86529, -1.69958], [3.90772, -1.65799, -1.72189], [3.02612, -0.71418, -1.37980], [1.80661, -1.22540, -1.15240], [1.92552, -2.54001, -1.32846], [0.69410, -3.38080, -1.05997], [0.70505, -4.55437, -1.42682], [-0.28561, -2.78087, -0.49176], [2.32727, -5.08819, -1.69924], [4.94249, -1.44814, -1.95650], [3.17360, 0.27141, -1.27439]],
  "forces_ev_per_angstrom": [[-0.769, -0.406, -0.384], [0.289, 0.030, 0.020], [0.010, -0.049, 0.001], [0.145, -0.166, 0.170], [0.862, 0.274, -0.247], [-0.143, 0.006, -0.004], [0.130, 0.169, 0.425], [-0.022, 0.632, -0.627], [-0.378, -0.406, 0.095], [-0.466, -0.453, -0.825], [0.265, 0.611, 0.899], [-0.090, -0.185, -0.461], [0.199, -0.418, 0.486], [-0.187, -0.040, 0.017], [0.017, 0.097, -0.148], [0.064, -0.029, 0.025], [-0.088, -0.020, -0.056], [-0.056, 0.119, 0.029], [-0.038, -0.044, 0.134], [0.027, 0.115, 0.083], [0.002, 0.011, 0.137], [-0.037, -0.135, 0.117], [-0.665, 0.104, 0.296], [0.243, 0.144, 0.296], [-0.263, -0.040, -0.116], [-0.220, -0.203, -0.139], [0.199, 0.162, 0.032], [-0.129, 0.078, -0.082], [0.399, -0.037, 0.136], [-0.085, -0.038, 0.081], [-0.212, -0.339, -0.242], [0.343, 0.183, 0.229], [0.482, 0.219, -0.014], [0.313, -0.122, -0.443], [-0.178, -0.012, 0.046], [0.032, 0.189, 0.035]],
  "s_squared": 8.770,
  "multiplicity": 6,
  "homo_lumo_gap_ev": [9.4, 5.6]
}



No. 2
{
  "formula": "C11H12N4OPdS3",
  "method": "ωB97M-V with the def2-TZVPD basis set",
  "elements": ["Pd", "N", "C", "S", "N", "N", "C", "C", "C", "C", "C", "C", "C", "O", "H", "H", "H", "H", "H", "H", "H", "S", "C", "N", "C", "C", "S", "H", "H", "H", "H", "H"],
  "coordinates": [[0.02754, -0.17720, -0.31110], [3.68459, 2.08859, -0.57090], [2.42104, 1.57293, -0.53915], [2.27698, -0.12448, -0.10967], [1.43265, 2.36554, -0.77615], [0.18619, 1.76877, -0.64087], [-0.82247, 2.55397, -0.78659], [-2.21506, 2.20392, -0.73118], [-3.12895, 3.27235, -0.80340], [-4.48605, 3.07348, -0.75976], [-4.96419, 1.76198, -0.64465], [-4.10323, 0.69477, -0.58051], [-2.70008, 0.86956, -0.62321], [-1.95762, -0.19401, -0.58719], [4.45197, 1.45072, -0.67601], [3.78783, 3.00830, -0.96469], [-0.57422, 3.59642, -0.97265], [-2.73299, 4.27782, -0.89306], [-5.17043, 3.90869, -0.81056], [-6.03214, 1.58379, -0.60295], [-4.46953, -0.31935, -0.48994], [-0.02811, -2.56338, -0.09594], [-0.13216, -2.58836, -1.79329], [0.83365, -2.21129, -2.61945], [0.42140, -1.99025, -3.99990], [-0.68320, -3.00955, -4.24009], [-1.53831, -3.12287, -2.63554], [1.60180, -1.68065, -2.21299], [1.26260, -2.12918, -4.67587], [0.03957, -0.96918, -4.10101], [-0.28060, -3.98830, -4.49653], [-1.38116, -2.68867, -5.00851]],
  "forces_ev_per_angstrom": [[0.166, -0.068, -0.020], [0.018, 0.015, 0.013], [-0.072, -0.052, 0.032], [0.029, 0.037, -0.114], [0.012, 0.078, 0.023], [-0.036, 0.021, 0.052], [0.014, -0.016, -0.048], [0.086, -0.099, 0.043], [-0.118, 0.017, -0.007], [0.081, 0.063, -0.008], [0.003, -0.099, 0.013], [-0.104, 0.063, -0.027], [0.043, 0.098, -0.087], [-0.016, -0.024, 0.129], [-0.004, -0.004, -0.001], [-0.001, -0.004, -0.005], [-0.005, -0.002, 0.011], [0.002, 0.001, 0.004], [0.005, 0.003, 0.000], [0.001, -0.007, -0.002], [0.000, -0.003, -0.003], [-0.191, 0.081, -0.184], [0.042, -0.179, 0.260], [0.056, 0.209, -0.061], [-0.025, 0.039, -0.004], [-0.005, -0.012, 0.003], [0.001, -0.060, 0.002], [0.006, -0.077, 0.006], [0.002, -0.011, 0.005], [0.011, -0.009, -0.027], [0.001, -0.001, -0.005], [-0.003, 0.002, 0.006]],
  "multiplicity": 1,
  "homo_lumo_gap_ev": 7.3
}



No. 3
{
  "formula": "C11H12O3S",
  "method": "ωB97M-V with the def2-TZVPD basis set",
  "elements": ["C", "C", "C", "C", "C", "C", "C", "C", "C", "C", "C", "O", "O", "O", "S", "H", "H", "H", "H", "H", "H", "H", "H", "H", "H", "H", "H"],
  "coordinates": [[3.70611, -1.39633, -0.14777], [3.65787, -0.35558, 0.77834], [2.61688, -1.62046, -1.02248], [2.48077, 0.46639, 0.93923], [1.59282, -0.66600, -1.01557], [1.51583, 0.34209, -0.05132], [-1.51032, -0.07856, 0.66882], [-2.19479, -0.98170, 1.34509], [-0.91220, 1.48722, -1.35980], [-3.31128, -1.68320, 0.68214], [-2.00458, 2.54618, -1.33365], [-0.61310, 0.73572, 1.28823], [0.81360, 2.74278, 0.50747], [-1.44665, 0.11047, -0.75055], [0.17704, 1.52130, 0.10611], [4.46326, -2.04105, -0.20633], [4.55044, -0.44255, 1.34454], [2.68685, -2.44946, -1.57422], [2.44117, 1.17110, 1.75297], [0.68229, -0.57324, -1.55491], [-2.14848, -1.13612, 2.46325], [-3.19775, -1.70865, -0.33010], [-4.34900, -1.28296, 0.73539], [-3.29665, -2.68398, 0.91016], [-2.50167, 2.40682, -0.37175], [-2.49081, 2.18843, -2.23417], [-1.40762, 3.38134, -1.56912]],
  "forces_ev_per_angstrom": [[-4.781, 2.798, -0.599], [-1.493, -0.733, -0.603], [0.247, 4.091, 2.810], [2.490, -1.101, -0.607], [-0.494, 0.231, 0.785], [1.096, -0.276, 0.580], [0.130, 0.182, -1.672], [-1.152, 0.266, 1.152], [1.253, -2.269, 3.169], [-1.184, 1.217, 0.490], [1.284, -3.060, 0.221], [0.303, 1.244, 0.530], [-0.548, 0.185, 0.687], [-0.598, -0.038, 0.892], [0.969, 0.219, -2.442], [3.165, -2.272, 0.053], [0.312, 1.175, 1.353], [-0.358, -2.812, -2.559], [-0.129, 0.206, -0.049], [-0.329, -1.063, -1.455], [0.542, 0.644, -1.500], [0.772, 0.219, -3.064], [0.687, -0.009, 0.886], [-0.371, -2.470, 1.075], [-0.694, 1.041, -0.419], [-1.057, 0.577, 0.141], [-0.060, 1.808, 0.144]],
  "relative_energy_kj_mol": 500.82,
  "multiplicity": 1,
  "homo_lumo_gap_ev": 9.0
}



No. 4
{
  "formula": "C11H12O4Ru",
  "method": "ωB97M-V with the def2-TZVPD basis set",
  "elements": ["Ru", "C", "C", "C", "C", "C", "C", "C", "C", "C", "H", "H", "H", "H", "H", "H", "H", "H", "H", "H", "H", "H", "O", "C", "O", "C", "O", "O"],
  "coordinates": [[0.54800, 0.04828, -0.32358], [0.59945, 1.95074, 2.45592], [-0.11661, 0.94685, 1.59793], [-0.93407, 1.37946, 0.50983], [-1.61280, 0.47185, -0.32545], [-2.44453, 0.94189, -1.48041], [-1.34176, -0.90387, -0.13462], [-0.51473, -1.38178, 0.92044], [-0.21781, -2.84541, 1.07493], [0.07642, -0.43150, 1.78836], [1.55406, 2.23271, 2.00979], [0.79881, 1.53806, 3.44253], [0.00340, 2.85447, 2.56927], [-1.00059, 2.44307, 0.31742], [-1.83179, 1.07153, -2.37330], [-2.91614, 1.89371, -1.24463], [-3.22174, 0.21482, -1.70760], [-1.73306, -1.61413, -0.85249], [0.67584, -3.12315, 0.51443], [-1.04492, -3.45015, 0.70852], [-0.04260, -3.08467, 2.12186], [0.74176, -0.76547, 2.57366], [2.04770, 0.26383, -4.10569], [1.64902, 0.21612, -3.01013], [0.57990, 0.26504, -2.34847], [3.06611, -0.34790, -1.75812], [4.07842, -0.45713, -2.32444], [2.55426, -0.32726, -0.61595]],
  "forces_ev_per_angstrom": [[-0.579, 0.286, -0.386], [0.001, 0.012, -0.041], [0.206, 0.033, -0.081], [0.078, -0.101, 0.191], [-0.003, -0.092, 0.110], [0.002, 0.007, -0.013], [-0.143, -0.043, 0.068], [0.137, 0.017, 0.063], [-0.003, 0.005, -0.063], [0.015, -0.005, 0.008], [-0.001, 0.007, 0.002], [0.014, -0.002, -0.003], [-0.010, -0.008, 0.000], [-0.027, -0.015, -0.082], [0.016, -0.001, 0.005], [0.003, 0.005, -0.019], [-0.002, 0.005, -0.003], [0.007, -0.013, 0.005], [0.005, 0.004, 0.008], [-0.007, 0.007, 0.006], [-0.001, -0.018, -0.001], [0.036, -0.031, -0.045], [-0.033, 0.314, -0.051], [-0.150, -0.752, -0.117], [0.300, 0.292, 0.057], [0.115, 0.778, -0.004], [0.118, -0.326, 0.058], [-0.094, -0.367, 0.328]],
  "total_charge": 1,
  "s_squared": 0.755,
  "multiplicity": 2,
  "homo_lumo_gap_ev": [7.5, 8.5]
}



Number 1: largest force on an atom 1.12 eV/A. Number 2: largest force on an atom 0.32 eV/A. Number 3: largest force on an atom 5.57 eV/A. Number 4: largest force on an atom 0.79 eV/A.